Below is a cluster of 2 separate species, C7H14N2S in total, with properties calculated with ωB97M-V/def2-TZVPD.

HOMO-LUMO gap ... 9.34 eV
Structure (SMILES) ... CCc1c[nH]cn1.CSC
LUMO ... 0.73 eV

Each line ends with the Mulliken charge.
Element x y z (Å)
C -2.758 0.557 1.519  -1.145
C -2.429 -0.594 0.580  -0.124
C -1.079 -1.219 0.764  0.408
C 0.168 -0.719 0.993  -0.601
N 1.056 -1.745 0.798  -0.031
C 0.316 -2.836 0.480  -0.345
N -0.959 -2.567 0.449  -0.615
H -2.641 0.356 2.595  0.330
H -3.782 0.902 1.353  0.352
H -2.097 1.425 1.400  0.220
H -3.108 -1.418 0.723  0.315
H -2.551 -0.217 -0.436  0.181
H 0.403 0.255 1.373  0.448
H 2.031 -1.529 0.744  0.250
H 0.703 -3.836 0.364  0.412
C 1.949 0.836 -2.114  -0.804
S 1.776 2.221 -1.026  -0.106
C 0.001 2.407 -0.862  -0.466
H 1.077 0.530 -2.690  0.269
H 2.679 1.003 -2.884  0.379
H 2.292 -0.090 -1.627  0.192
H -0.340 3.440 -0.803  0.408
H -0.329 1.956 0.076  -0.176
H -0.559 2.006 -1.703  0.249

Below is a structure of composition C3HFO2Sm, with properties calculated with ωB97M-V/def2-TZVPD.

⟨S²⟩ ... 12.006
HOMO-LUMO gap (spin up / spin down) ... 6.80 / 6.98 eV
Net charge ... +2
Spin multiplicity ... 7
LUMO (spin up / spin down) ... -10.04 / -9.86 eV

Each line ends with the Mulliken charge.
Element x y z (Å)
O 3.411 -0.104 -0.627  -0.155
C 4.168 -0.953 -0.640  0.192
Sm 1.535 1.580 -0.531  1.921
F -0.170 -0.122 0.176  -0.262
H -2.410 -0.411 1.501  0.451
O -2.368 -0.352 -0.672  -0.106
C -2.684 0.538 0.171  -0.318
C -1.481 -0.177 0.623  0.277

Energy above the lowest of the compared OMol25 structures with the same formula, charge and spin? In order: 0.873, 5.373 eV.
Largest force on an atom? In order: 1.82, 4.56 eV Å⁻¹.